(1)
A 2-piece molecular cluster, C4H7NO2S2 overall. Source: the OMol25 dataset; level of theory: wB97M-V/def2-TZVPD.

```
16
Properties=species:S:1:pos:R:3:mulliken_charge:R:1
C 1.67 1.10 -0.85 0.1800
C 0.70 1.08 0.36 0.7861
C -1.68 -0.66 0.11 -0.4398
C -2.12 -1.86 0.87 -0.4815
H 2.66 -0.31 0.19 0.2611
H 3.37 0.12 -1.36 0.2113
H -0.24 2.40 -0.58 0.2120
H -1.77 0.30 0.60 0.2665
H -1.83 -0.65 -0.96 0.2657
H -2.51 -1.72 1.87 0.2491
H -2.58 -2.67 0.31 0.2509
N 2.65 0.23 -0.67 -0.2929
O -0.32 1.92 0.27 -0.3819
O 0.90 0.35 1.29 -0.5834
S 1.44 2.09 -2.14 -0.4101
S -0.33 -1.71 0.70 -0.0929
```

As for the energy above the lowest of the compared OMol25 structures with the same formula, charge and spin: 1.0 kcal/mol. Its SMILES is NC(=S)C(=O)O.C1CS1. For the calculated total energy, the calculation gives -31516.3818 eV. The calculation puts the lowest unoccupied orbital energy at -0.0191 Eh. As for the gap between HOMO and LUMO: 0.2855 Eh.



(2)
One molecule with the formula C4H7NO3. Source: the OMol25 dataset; level of theory: wB97M-V/def2-TZVPD.

```
15
Properties=species:S:1:pos:R:3:mulliken_charge:R:1
C 0.98 -0.20 1.43 -0.6522
C 0.51 0.09 0.06 0.4432
C -0.05 -1.03 -0.79 -0.5896
C -1.15 -0.27 -1.61 0.3439
H 0.52 1.66 1.87 0.3657
H 0.23 -0.73 2.04 0.3188
H 1.89 -0.79 1.38 0.3197
H 1.32 0.57 -0.48 0.1916
H 0.59 -1.63 -1.36 0.4284
H -0.68 -1.69 -0.16 0.2387
H -1.69 1.69 -1.29 0.2406
N -1.43 0.87 -0.82 -0.1762
O 1.28 1.00 2.14 -0.5386
O -1.76 -0.54 -2.62 -0.5945
O -0.58 1.01 0.22 -0.3396
```

As for the energy above the lowest of the compared OMol25 structures with the same formula, charge and spin: 76.0 kcal/mol. Its SMILES is O=C1C[C@H](CO)ON1. For the calculated total energy, the calculation gives -11891.9830 eV. The calculation puts the lowest unoccupied orbital energy at 0.0279 Eh. As for the gap between HOMO and LUMO: 0.3755 Eh.



(3)
One molecule with the formula C4H7NO3. Source: the OMol25 dataset; level of theory: wB97M-V/def2-TZVPD.

```
15
Properties=species:S:1:pos:R:3:mulliken_charge:R:1
C -0.34 -0.31 0.85 -0.1221
C -1.02 0.46 -0.30 -0.4219
C 1.03 0.23 1.25 -1.1524
C -0.47 0.59 -1.78 0.4114
O -0.35 -1.70 0.63 -0.5241
N 0.70 0.03 -1.75 0.2360
O 1.19 -1.08 -1.69 -0.3573
O -1.01 1.35 -2.54 -0.5408
H 0.36 -1.95 0.02 0.4105
H -1.02 -0.17 1.71 0.4104
H -1.20 1.49 0.00 0.3472
H -1.99 -0.03 -0.49 0.2621
H 1.33 -0.21 2.20 0.3537
H 1.79 -0.02 0.51 0.3439
H 0.99 1.31 1.36 0.3435
```

As for the energy above the lowest of the compared OMol25 structures with the same formula, charge and spin: 119.0 kcal/mol. Its SMILES is C[C@H](O)CC(=O)N=O. For the calculated total energy, the calculation gives -11890.1177 eV. The calculation puts the lowest unoccupied orbital energy (spin up / spin down) at -0.0604 / -0.0604 Eh. As for the gap between HOMO and LUMO (spin up / spin down): 0.3028 / 0.3029 Eh.



(4)
A 3-piece molecular cluster, C4H7NO3 overall. Source: the OMol25 dataset; level of theory: wB97M-V/def2-TZVPD.

```
15
Properties=species:S:1:pos:R:3:mulliken_charge:R:1
C -0.32 0.23 -0.21 0.6515
C -1.39 1.18 0.32 -1.3522
N 0.81 0.27 0.68 -0.4399
C -0.90 -1.17 -0.39 0.3134
C 1.96 -0.25 0.60 0.3987
O 0.02 -2.14 -0.30 -0.4370
O -2.05 -1.40 -0.68 -0.5567
O 2.73 -0.84 1.26 -0.3547
H -0.41 -3.00 -0.42 0.3563
H 1.95 1.31 -0.18 0.0369
H 0.01 0.54 -1.21 0.1995
H 2.54 1.03 -0.83 0.1061
H -0.99 2.19 0.39 0.3761
H -2.25 1.19 -0.35 0.3652
H -1.72 0.86 1.31 0.3368
```

As for the energy above the lowest of the compared OMol25 structures with the same formula, charge and spin: 91.8 kcal/mol. For the calculated total energy, the calculation gives -11891.2958 eV. The calculation puts the lowest unoccupied orbital energy at 0.0009 Eh. As for the gap between HOMO and LUMO: 0.3594 Eh.



(5)
One molecule with the formula C4H7NO3. Source: the OMol25 dataset; level of theory: wB97M-V/def2-TZVPD.

```
15
Properties=species:S:1:pos:R:3:mulliken_charge:R:1
C -0.80 -0.78 -1.26 -0.2488
C 0.20 -0.40 -0.16 0.6477
C 0.49 -1.40 0.82 -0.7390
C 0.47 1.05 -0.08 0.3383
H -0.90 0.84 -2.60 0.3641
H -0.42 -2.06 -1.24 0.1733
H -1.97 -0.63 -0.78 0.1898
H 1.06 -1.38 1.74 0.2721
H 0.14 -2.40 0.33 0.0842
H 0.35 2.59 1.14 0.2592
H 1.07 0.63 2.55 0.3770
N 0.48 1.60 1.14 -0.0786
O -0.56 -0.17 -2.57 -0.5237
O 0.29 1.74 -1.08 -0.6731
O 0.11 0.77 2.05 -0.4425
```

As for the energy above the lowest of the compared OMol25 structures with the same formula, charge and spin: 166.5 kcal/mol. Its SMILES is C=C(CO)C(=O)NO. For the calculated total energy, the calculation gives -11888.0573 eV. The calculation puts the lowest unoccupied orbital energy at 0.0094 Eh. As for the gap between HOMO and LUMO: 0.3560 Eh.



(6)
A 2-piece molecular cluster, C4H7NO3 overall. Source: the OMol25 dataset; level of theory: wB97M-V/def2-TZVPD.

```
15
Properties=species:S:1:pos:R:3:mulliken_charge:R:1
C 1.30 0.99 -2.28 -0.4573
C 0.24 1.37 -1.83 -0.2653
C -1.54 -0.77 0.44 -0.7829
C 0.77 -0.63 0.47 -0.2555
N 0.78 0.27 1.41 0.7788
O 2.13 0.62 1.90 -0.5168
O -0.18 0.73 2.03 -0.7147
O -0.36 -0.95 -0.26 -0.2426
H 2.05 0.68 -3.02 0.3340
H 2.06 0.88 2.82 0.3400
H -0.64 1.47 -1.31 0.4229
H -2.03 0.17 0.39 0.3043
H -1.42 -0.88 1.57 0.3308
H -2.33 -1.40 0.09 0.2884
H 1.71 -1.08 0.17 0.4360
```

As for the energy above the lowest of the compared OMol25 structures with the same formula, charge and spin: 197.2 kcal/mol. Its SMILES is CO/C=[N+](\[O-])O.C#C. For the calculated total energy, the calculation gives -11886.7252 eV. The calculation puts the lowest unoccupied orbital energy at 0.0288 Eh. As for the gap between HOMO and LUMO: 0.3472 Eh.



(7)
One molecule with the formula C4H7NO3. Source: the OMol25 dataset; level of theory: wB97M-V/def2-TZVPD.

```
15
Properties=species:S:1:pos:R:3:mulliken_charge:R:1
C -0.50 -1.39 -0.02 -0.0404
N -1.09 -0.12 0.32 0.0477
C -2.54 0.12 0.07 -0.9468
C -0.32 1.01 0.07 -0.3547
C 1.19 0.75 0.30 0.3453
O 1.98 0.78 -0.85 -0.4754
O 1.67 0.50 1.35 -0.4885
O -0.15 -1.72 -1.10 -0.4154
H -0.17 -2.11 0.87 0.3362
H -3.08 -0.88 0.40 0.3122
H -3.02 0.79 0.84 0.3376
H -2.83 0.18 -1.01 0.3497
H -0.27 1.37 -1.06 0.2380
H -0.80 1.83 0.67 0.4070
H 2.81 0.24 -0.66 0.3476
```

As for the energy above the lowest of the compared OMol25 structures with the same formula, charge and spin: 66.9 kcal/mol. Its SMILES is CN(C=O)CC(=O)O. For the calculated total energy, the calculation gives -11892.3761 eV. The calculation puts the lowest unoccupied orbital energy at 0.0270 Eh. As for the gap between HOMO and LUMO: 0.3713 Eh.



(8)
C4H7NO3 as an isolated structure. Source: the OMol25 dataset; level of theory: wB97M-V/def2-TZVPD.

```
15
Properties=species:S:1:pos:R:3:mulliken_charge:R:1
C -0.04 -0.02 0.11 1.2648
C -1.13 -0.60 1.09 -0.6575
C -1.11 -0.19 -0.95 -0.5420
C 1.40 -0.45 0.00 0.1662
H 1.30 1.67 0.41 0.4239
H -0.02 1.77 -1.06 0.2950
H -1.44 -0.21 2.17 0.2869
H -1.28 -1.93 1.18 0.2319
H -1.38 0.85 -1.56 0.3023
H -1.03 -1.16 -1.53 0.2608
H 3.18 0.13 0.10 0.3365
N -0.15 1.44 0.14 -0.9892
O -2.36 -0.23 -0.05 -0.4202
O 2.43 0.57 0.22 -0.4542
O 1.64 -1.64 -0.29 -0.5053
```

As for the energy above the lowest of the compared OMol25 structures with the same formula, charge and spin: 208.4 kcal/mol. For the calculated total energy, the calculation gives -11886.2400 eV. The calculation puts the lowest unoccupied orbital energy at 0.0098 Eh. As for the gap between HOMO and LUMO: 0.3622 Eh.



(9)
One molecule with the formula C4H7NO4. Source: the OMol25 dataset; level of theory: wB97M-V/def2-TZVPD.

```
16
Properties=species:S:1:pos:R:3:mulliken_charge:R:1
C 0.83 0.77 0.54 0.2947
C 1.32 -0.64 -0.01 0.4260
C -0.76 0.78 0.96 -0.5251
C -1.60 -0.03 0.08 0.3677
H 1.54 2.69 0.26 0.2428
H 2.00 1.64 -0.85 0.2755
H 1.34 0.71 1.61 0.1344
H -0.85 0.65 2.09 0.4057
H -1.13 1.86 0.83 0.2746
H -2.38 -0.14 -1.60 0.3260
H 1.29 -2.30 0.08 0.3300
N 1.22 1.84 -0.27 -0.6431
O 2.31 -0.66 -0.70 -0.6202
O -1.80 -1.19 0.27 -0.4810
O -2.25 0.61 -1.04 -0.4842
O 0.62 -1.67 0.22 -0.3237
```

As for the energy above the lowest of the compared OMol25 structures with the same formula, charge and spin: 42.8 kcal/mol. Its SMILES is N[C@@H](CC(=O)O)C(=O)O. For the calculated total energy, the calculation gives -13940.7791 eV. The calculation puts the lowest unoccupied orbital energy at 0.0207 Eh. As for the gap between HOMO and LUMO: 0.3810 Eh.



(10)
C4H7NO4P as an isolated structure. Source: the OMol25 dataset; level of theory: wB97M-V/def2-TZVPD.

```
17
Properties=species:S:1:pos:R:3:mulliken_charge:R:1
C -0.88 -1.31 1.41 0.8191
C 1.54 0.89 -2.18 -0.3762
C 0.90 2.05 -1.26 -0.3543
C -2.08 -1.71 2.09 -1.1466
N 0.23 -1.08 1.94 -0.2805
O -0.91 -1.06 0.07 -0.2879
O 1.39 -0.41 -1.52 -0.3023
O 0.06 1.30 -0.38 -0.3213
O 1.23 -0.55 1.01 -0.1712
P 0.44 -0.19 -0.29 1.0760
H 1.09 0.99 -3.08 0.3774
H 2.60 1.15 -2.33 0.3363
H 1.45 2.67 -0.68 0.3477
H 0.30 2.72 -1.84 0.2906
H -1.94 -2.17 3.08 0.3652
H -2.74 -2.46 1.62 0.3535
H -2.69 -0.84 2.34 0.2746
```

The charge is +1. As for the energy above the lowest of the compared OMol25 structures with the same formula, charge and spin: 25.2 kcal/mol. For the calculated total energy, the calculation gives -23222.5718 eV. The calculation puts the lowest unoccupied orbital energy at -0.1385 Eh. As for the gap between HOMO and LUMO: 0.4279 Eh.



(11)
One molecule with the formula C4H7NOS. Source: the OMol25 dataset; level of theory: wB97M-V/def2-TZVPD.

```
14
Properties=species:S:1:pos:R:3:mulliken_charge:R:1
C -0.21 -0.66 -1.51 0.1035
C 1.35 0.04 0.21 -0.0562
C 0.64 1.20 0.87 -0.6018
C 0.59 -0.18 1.49 -0.5261
H -3.53 -0.17 -0.70 0.1364
H -0.16 -1.08 -2.51 0.4071
H 2.43 -0.02 0.24 0.3860
H -0.24 1.52 0.45 0.3073
H 1.29 1.95 1.30 0.2527
H 1.18 -0.36 2.35 0.2715
H -0.36 -0.73 1.41 0.2582
N -1.26 -0.34 -0.86 -0.3565
O 1.03 -0.53 -1.04 -0.3972
S -2.75 -0.64 -1.69 -0.1848
```

As for the energy above the lowest of the compared OMol25 structures with the same formula, charge and spin: 55.3 kcal/mol. Its SMILES is S/N=C/OC1CC1. For the calculated total energy, the calculation gives -18632.1516 eV. The calculation puts the lowest unoccupied orbital energy at 0.0332 Eh. As for the gap between HOMO and LUMO: 0.3460 Eh.



(12)
One molecule with the formula C4H7NOS. Source: the OMol25 dataset; level of theory: wB97M-V/def2-TZVPD.

```
14
Properties=species:S:1:pos:R:3:mulliken_charge:R:1
C 0.39 0.78 -0.20 -0.1909
C 0.77 -0.03 0.86 0.1651
C -0.82 0.57 -0.92 -0.9456
C 0.09 -1.03 1.53 -0.9800
N -0.54 -0.51 -1.82 -0.2212
O 0.45 -2.87 -1.78 -0.4842
S -0.66 -2.08 -1.29 0.3674
H 1.11 1.44 -0.55 0.4072
H 1.73 0.30 1.30 0.2674
H -1.69 0.26 -0.36 0.3570
H -1.12 1.37 -1.49 0.3925
H 0.49 -1.55 2.39 0.2487
H -0.92 -1.39 1.63 0.3149
H 0.09 -0.22 -2.50 0.3016
```

As for the energy above the lowest of the compared OMol25 structures with the same formula, charge and spin: 94.4 kcal/mol. For the calculated total energy, the calculation gives -18630.4579 eV. The calculation puts the lowest unoccupied orbital energy (spin up / spin down) at -0.0033 / -0.0199 Eh. As for the gap between HOMO and LUMO (spin up / spin down): 0.2855 / 0.2605 Eh.



Number 4 is which compound?
C4H7NO3



Among the records above, which one has the lowest calculated total energy?
C4H7NO2S2